17 unconnected molecules or ions with the total composition C94H200F21N10O21S4. Source: the Open Molecules 2025 dataset; level of theory: ωB97M-V/def2-TZVPD.

The value obtained for the HOMO energy is -12.24 eV. The value obtained for the orbital gap is 0.2959 hartree. As for the spin multiplicity: 1. As for the LUMO energy: -4.2 eV. The total charge is +3.

```
350
Properties=species:S:1:pos:R:3:forces:R:3
S 22.87266 12.00691 16.30849 -0.260 -0.070 1.841
S 13.95975 15.01245 16.85610 -1.468 1.087 -0.675
S 15.66182 12.74506 24.99933 -0.344 3.463 0.528
S 21.61907 20.48775 16.39314 -1.529 -0.032 -0.375
F 21.66548 11.91647 18.75006 0.586 -0.285 -0.126
F 25.82345 11.12332 20.38762 0.116 0.938 0.321
F 13.09475 13.28622 25.48095 -0.043 0.458 -0.463
F 11.90880 15.96156 15.35370 -0.053 -0.249 0.310
F 12.30044 19.69914 23.71159 -0.127 -0.306 -0.042
F 23.83043 11.97030 20.65724 0.903 -0.126 0.729
F 18.00552 14.17597 22.91370 -0.046 0.535 -0.439
F 24.46883 10.11677 21.64162 -0.634 0.210 0.254
F 20.59842 18.14920 16.93276 -0.516 -0.381 -0.250
F 21.13945 18.39943 14.82217 0.021 -0.329 0.353
F 13.72712 11.27677 25.86161 -0.302 -0.803 -0.305
F 22.65634 10.04567 18.12440 -0.706 0.649 0.027
F 20.80196 10.75619 17.19296 -0.582 -0.913 0.054
F 18.93396 14.40494 20.97650 -0.062 -0.742 -0.793
F 13.04817 20.91542 25.30427 0.169 0.467 0.297
F 13.65927 18.83954 25.20255 -0.387 0.795 -0.421
F 19.36656 19.35672 15.54443 -0.390 -0.350 0.478
F 13.40383 14.93123 14.21599 0.282 -0.886 -0.562
F 14.31241 12.82847 27.17835 0.225 0.567 1.230
F 18.18246 16.16730 21.92057 -0.345 -0.566 0.265
F 13.80537 16.86198 15.00782 0.758 1.151 -0.291
O 24.30044 12.51166 23.29004 -1.687 -0.147 0.919
O 21.61863 21.37517 15.24262 -0.393 -0.504 0.138
O 20.84703 20.98692 17.52637 0.611 -0.112 -0.170
O 24.24901 11.80437 16.73502 0.036 0.840 -0.492
O 26.11434 13.16801 22.17456 0.097 0.044 -0.377
O 15.64399 20.97872 24.08458 0.016 -1.296 -0.255
O 13.81417 16.13421 17.79784 0.190 -0.932 -0.605
O 21.37737 18.42883 23.87429 0.000 1.742 0.528
O 22.30058 13.36060 16.40519 0.757 -0.926 -0.389
O 15.89070 14.20342 25.27645 0.193 -2.503 -0.540
O 20.00362 16.03793 23.91901 0.688 -0.123 -0.288
O 14.13914 17.05373 21.67406 0.599 1.151 0.520
O 16.54926 11.78500 25.59701 0.382 0.159 0.160
O 22.88601 19.87013 16.65279 0.775 -0.006 0.616
O 14.99894 19.08613 22.99551 0.601 0.737 -0.748
O 15.30960 14.75818 16.41730 0.894 0.389 0.224
O 13.18705 13.83536 17.11680 -0.225 -0.286 0.575
O 17.18783 18.65985 24.53434 0.831 1.149 -1.158
O 15.28181 12.48375 23.63060 0.139 -0.205 -0.800
O 22.47063 11.21070 15.17635 0.028 0.241 -0.540
O 20.92025 15.84870 21.78365 0.813 -0.149 0.599
N 25.92517 15.70119 17.46373 1.184 0.758 -0.515
N 25.63989 8.09227 15.97248 0.200 -0.087 -0.535
N 19.18677 10.38529 22.77632 0.824 1.611 0.314
N 18.57766 13.44240 15.18191 1.140 0.654 1.228
N 16.68618 17.07130 27.28739 1.785 1.513 0.093
N 23.42792 15.02375 25.31208 1.680 -0.186 -0.491
N 23.44420 23.91833 14.02281 -1.377 0.663 0.406
N 14.84675 19.30843 17.84256 0.200 0.246 0.708
N 20.49715 19.60370 21.20215 2.503 -0.338 -1.931
N 13.17413 14.34807 21.38136 1.495 0.122 -1.634
C 13.21978 15.69980 15.25718 -0.661 -0.005 1.317
C 16.05706 17.77596 19.36782 1.050 0.698 0.813
C 26.09677 26.44132 12.95879 0.350 2.118 -0.635
C 21.72086 14.98228 20.97764 0.305 0.939 -0.087
C 23.58041 23.56548 16.38411 -1.275 -0.400 -0.464
C 14.53981 14.44206 20.67838 -0.880 -1.681 -0.708
C 15.71933 22.36160 24.06487 0.590 1.246 1.951
C 26.44024 9.34433 15.99184 1.351 -0.049 1.124
C 24.86858 11.38782 21.33918 -0.616 -2.158 -1.677
C 24.38798 15.97252 15.64500 -1.148 -1.363 -0.323
C 17.18745 22.64032 24.51927 -0.665 -0.394 -2.195
C 22.23389 14.17573 25.36560 -0.650 -0.279 1.855
C 13.32286 19.96723 15.88969 0.406 0.228 0.795
C 25.46882 17.13430 17.52503 -1.648 -0.593 0.462
C 15.72080 17.19537 28.39331 0.122 0.413 0.706
C 17.89101 13.34233 17.64279 1.379 -1.497 -0.010
C 19.99036 11.47821 23.51641 0.810 -0.094 -2.146
C 15.84206 8.74453 23.84917 0.638 -0.333 -0.334
C 15.76767 18.45254 17.07414 1.598 0.466 -2.097
C 21.97349 19.34605 21.36976 -0.709 -1.598 -0.408
C 16.88291 17.32693 24.71691 -1.765 -1.069 0.425
C 20.18672 19.23961 23.68928 -0.328 -2.366 0.231
C 17.77576 10.23954 23.34876 0.993 -0.586 -0.460
C 24.30387 8.41718 16.49645 -1.979 0.234 -0.176
C 25.31165 8.55807 13.52450 -1.105 -0.907 -0.526
C 17.44832 12.30392 18.69046 0.818 -0.912 -0.462
C 23.88792 13.24102 26.92422 -0.522 1.568 1.979
C 17.22610 8.84237 23.13333 -0.120 -1.223 0.654
C 19.17419 10.78910 21.35006 0.747 -0.924 -1.011
C 24.54617 14.08322 25.87874 0.017 -0.252 -2.396
C 21.42041 11.14382 23.10694 0.886 -0.413 0.592
C 13.39339 19.96065 24.44808 0.841 -0.325 -0.417
C 13.28111 16.52896 22.65722 -0.394 -0.143 0.099
C 24.61135 7.96118 12.25715 0.404 0.521 0.927
C 27.62495 26.35141 12.93821 0.578 0.927 1.420
C 14.73416 9.27608 22.95589 -0.992 0.208 -0.069
C 16.00252 17.22925 25.97058 -0.584 -1.771 -0.251
C 25.59665 25.15334 13.48326 -0.412 -1.355 -0.646
C 17.19972 13.34999 14.73249 -0.870 0.029 -1.229
C 23.26293 23.36697 12.65552 2.128 -0.074 -0.527
C 14.11382 12.54683 25.91256 -0.244 -0.896 0.102
C 21.93319 15.75354 19.66878 1.093 -1.171 0.360
C 19.62649 15.15229 13.94348 -0.479 1.648 -0.869
C 19.70843 19.00215 22.28315 -0.268 -1.236 -0.349
C 13.43448 19.30632 17.26063 0.691 1.846 -0.396
C 29.17156 15.54674 19.58869 0.321 -0.399 0.765
C 14.82632 18.64954 19.21701 -1.055 -0.064 -0.002
C 16.84881 17.90044 17.99190 -0.784 0.029 1.623
C 14.59625 20.28400 23.43626 -1.010 -0.834 1.101
C 25.72588 15.38427 16.01778 1.660 -0.433 -0.892
C 25.10504 16.64654 22.24110 -0.139 -0.692 -1.455
C 23.71334 15.45463 23.85346 -1.874 1.868 2.104
C 20.14832 15.24775 22.89763 -0.477 -1.034 -0.344
C 25.56305 7.12740 11.46785 0.433 0.415 -1.422
C 18.78057 12.75731 16.49394 -1.948 -1.004 0.459
C 24.61831 16.65661 23.70289 -0.266 -0.330 -0.687
C 25.29842 12.07151 22.62024 0.848 0.172 1.040
C 22.00584 24.12440 14.58229 0.680 0.747 0.488
C 24.26258 17.21597 16.56717 1.103 1.109 -1.517
C 27.43526 13.10713 22.60966 1.008 0.332 -0.741
C 20.06379 9.19718 23.00824 -0.648 -1.657 -1.153
C 17.38568 15.75175 27.32153 0.545 0.285 -0.445
C 17.71022 18.17614 27.54955 -0.453 -0.268 -0.311
C 20.40576 13.93919 13.63364 -0.915 -1.464 -0.358
C 21.97350 11.13286 17.69597 0.184 0.541 -0.076
C 20.33106 21.05843 21.17129 -2.428 -0.185 1.071
C 26.72217 9.56046 17.50146 0.361 -1.232 -1.445
C 22.20661 24.25458 16.09749 0.231 1.026 0.348
C 20.59891 18.99795 15.89801 1.046 1.411 -0.644
C 18.94090 14.92226 15.26563 -1.039 -0.332 -0.628
C 12.76028 12.94862 21.55134 0.057 -1.164 1.289
C 11.97290 20.41432 13.91786 -1.261 1.242 0.631
C 21.50700 9.59447 23.10923 0.568 1.016 -1.071
C 29.61154 15.93160 21.05898 -0.871 -0.838 -1.003
C 20.06616 19.00219 19.88106 0.394 -0.249 0.486
C 25.05223 14.88792 18.28752 -0.835 -0.708 0.412
C 27.36742 15.52381 17.93682 -0.023 -0.086 -0.702
C 11.91359 19.84316 15.32688 0.710 -1.461 -0.531
C 16.05100 11.73495 18.43911 -0.585 1.241 1.182
C 26.40636 7.21917 16.88422 0.861 -0.640 0.071
C 27.67115 15.78154 19.39752 0.067 0.492 -0.735
C 23.21178 16.20543 26.22495 -0.419 0.303 -1.240
C 24.19849 25.27075 14.02783 -0.953 -1.116 -1.605
C 15.47181 20.66674 18.02695 -0.626 -0.055 0.463
C 27.59368 13.87823 23.90713 -0.248 0.518 0.715
C 13.34471 15.02495 22.69955 -0.723 0.194 0.128
C 12.19487 14.90016 20.42428 -0.640 -0.348 -0.034
C 24.02128 22.94555 15.01765 0.717 0.471 1.318
C 18.80172 14.98747 22.16857 -0.052 0.758 1.083
C 22.38602 13.42492 26.71948 -1.287 -1.260 -1.576
C 25.82487 17.95930 21.86933 -0.302 0.102 2.159
C 26.83483 8.13159 18.02657 0.642 -0.710 1.710
C 19.55578 12.80912 14.21855 -0.507 -0.483 -1.445
C 25.52498 7.47593 14.61748 0.253 0.421 -1.155
H 20.83159 21.36013 22.10178 -0.703 0.780 -0.453
H 14.15504 20.98476 22.72524 -0.238 0.135 -0.607
H 19.74013 8.73918 23.91916 -0.288 -0.210 0.483
H 19.20532 11.85753 21.25279 -0.219 0.456 0.055
H 25.14352 22.90680 14.97574 -1.169 -0.113 -0.466
H 17.35912 23.67201 24.73888 0.056 0.708 0.193
H 21.01100 16.17740 19.34840 -0.645 0.645 -0.096
H 25.88361 6.28393 17.06616 -0.460 0.243 0.497
H 24.80625 13.34389 25.05000 -0.409 1.430 0.410
H 22.68311 14.71624 21.44510 -0.138 0.291 0.077
H 20.55684 14.16954 23.09900 0.042 1.372 -0.284
H 15.89810 21.08439 17.12873 -0.216 -0.118 -0.487
H 20.71852 21.51820 20.29174 0.634 0.088 -0.604
H 12.26946 16.81187 22.36929 -0.360 0.244 0.499
H 16.25411 19.05179 16.22910 -1.031 -0.824 0.950
H 11.70916 18.76879 15.15281 0.042 0.250 0.580
H 30.40996 15.27520 21.31875 0.935 -0.131 0.336
H 24.24126 24.30734 16.77938 0.790 0.331 -0.055
H 28.09416 27.12396 12.30479 -0.132 -0.374 0.439
H 17.35419 22.03356 25.38207 0.368 -0.373 0.516
H 18.06008 15.68723 28.15130 0.497 0.410 0.493
H 16.23604 16.97688 23.88656 0.374 -0.092 0.374
H 14.68768 10.39312 23.04994 0.179 -1.004 -0.462
H 15.03535 22.77790 24.85268 0.366 -0.104 -0.715
H 26.39111 18.30871 22.78868 -0.896 -0.021 -0.847
H 18.71196 19.32552 21.98222 -0.405 -0.329 0.928
H 16.58981 18.17969 20.28659 -0.113 -0.851 -1.161
H 20.28541 17.93436 19.92820 0.184 0.204 -0.022
H 18.99351 19.07195 19.86617 -0.511 0.307 -0.269
H 15.76689 11.10572 19.30528 0.028 0.000 -0.670
H 27.12310 15.06530 20.01168 -0.096 0.316 0.274
H 17.90888 10.51112 24.38441 -0.401 -0.185 0.311
H 20.62925 13.81154 12.57700 -0.137 -0.076 0.000
H 17.41504 12.77258 19.66120 0.364 0.173 0.418
H 24.31822 8.58498 17.57257 0.270 0.086 -0.269
H 18.58437 11.70329 16.21546 -0.461 0.309 0.614
H 21.74359 13.81724 27.48907 0.402 0.624 0.608
H 27.71148 12.08137 22.82690 0.319 -0.331 -0.366
H 25.69324 15.70220 22.06992 -0.200 0.929 0.360
H 21.38828 23.78794 16.66299 0.255 0.080 -0.360
H 24.95602 18.62666 21.65598 1.322 0.240 -0.142
H 17.13621 10.97843 22.87358 0.076 0.230 0.007
H 14.27358 14.71166 23.13827 0.498 -0.436 -0.050
H 17.07017 16.89939 17.62415 0.427 0.088 0.078
H 16.45156 13.56645 15.50553 0.562 -0.046 -0.434
H 25.06281 15.38885 19.22203 -0.228 -0.059 1.222
H 24.32132 16.10924 14.52408 0.043 0.188 1.378
H 27.30655 6.87821 16.35483 -0.239 0.381 -0.175
H 27.33958 9.13577 15.39367 -0.189 0.265 0.291
H 29.40706 14.47608 19.30324 -0.273 0.923 0.788
H 27.88982 7.89641 18.26104 -0.569 0.030 0.062
H 28.04182 25.36949 12.69389 -0.375 0.077 -0.397
H 14.48418 13.77064 19.78439 -0.045 0.735 0.654
H 21.15173 17.51489 23.67812 -0.837 -0.918 0.262
H 24.04796 17.54077 24.01093 0.267 0.188 -0.447
H 29.77808 16.10610 18.86773 -0.228 0.256 0.121
H 18.08644 17.91426 28.54899 0.543 0.297 -0.618
H 17.91925 15.50546 26.37891 -0.587 0.407 0.655
H 28.02151 16.14461 17.30037 -0.487 -0.164 0.094
H 24.09354 12.22923 26.73251 0.635 -1.277 0.026
H 29.89888 16.97023 21.16637 0.133 0.125 -0.183
H 17.15907 8.60523 22.01975 0.021 0.091 1.414
H 25.70626 6.18693 11.93434 0.261 -1.108 0.350
H 16.02591 11.21430 17.52037 -0.215 -0.951 -0.919
H 13.73178 8.92015 23.28170 0.619 0.114 -0.220
H 22.12492 18.34058 21.73151 -0.185 -0.262 0.049
H 23.87757 9.31298 15.97578 0.675 -0.716 0.498
H 16.25050 17.23962 29.33548 0.346 -0.400 0.193
H 16.95984 13.68768 17.28443 -0.515 1.198 -0.545
H 17.19026 19.14481 27.62973 0.144 -0.452 -0.308
H 18.31459 10.38854 20.84839 -0.647 -0.128 0.002
H 20.24389 16.02579 13.91876 0.471 0.666 0.430
H 21.24858 14.03390 20.81929 -0.579 -0.517 -0.317
H 25.41692 14.68791 26.09392 0.029 0.101 0.452
H 23.50519 21.98202 14.87601 0.614 0.479 -0.089
H 19.71415 12.48759 23.19352 -0.418 -0.538 0.202
H 23.55946 25.92442 13.39735 0.516 -0.296 0.288
H 18.42678 18.19176 26.70331 -0.251 -0.035 0.837
H 21.29070 13.87189 14.17126 1.923 0.387 0.872
H 12.54878 14.63481 23.31803 -0.261 0.119 0.368
H 24.20921 25.65848 15.00774 -0.218 0.305 1.202
H 19.82584 11.34394 24.53266 -0.419 -0.215 1.929
H 15.44912 18.12720 25.98338 -0.681 0.853 0.367
H 24.69534 6.79787 14.68602 -0.631 -0.179 -0.113
H 15.24508 14.00654 21.37292 0.396 0.227 0.141
H 21.40111 14.86511 25.38628 -0.568 -0.150 -0.498
H 21.63699 11.52489 22.11288 0.139 0.213 0.009
H 15.18737 17.61956 16.69443 0.021 0.119 -0.151
H 16.27213 20.57671 18.75584 0.024 -0.138 0.060
H 23.60971 15.18191 15.92522 0.782 1.250 -0.575
H 15.05086 16.37320 28.41276 -0.659 -0.722 -0.181
H 26.24545 17.81965 17.25187 0.626 0.038 -0.095
H 15.48306 22.85372 23.11822 -0.056 -0.323 -0.259
H 22.91518 15.82979 27.20778 0.081 0.328 -0.231
H 12.10644 14.16934 19.59142 0.478 0.993 0.180
H 25.41701 13.86676 18.38876 0.036 0.041 -0.145
H 22.48576 19.41818 20.44471 0.202 0.519 -1.115
H 19.81603 12.72342 16.75418 0.663 0.702 0.003
H 21.58712 25.00606 14.11453 0.088 0.296 -0.129
H 27.52294 10.22866 17.70673 1.337 0.019 -0.178
H 25.87979 10.15018 15.61782 -0.649 0.901 -0.799
H 20.03280 10.37397 20.78401 -0.223 0.241 0.642
H 22.37806 19.99750 22.07783 0.518 1.037 1.094
H 28.59617 14.18594 24.24532 -0.117 -0.153 -0.649
H 13.95829 18.03001 19.27724 -0.584 -0.467 -0.370
H 14.41349 17.99869 21.98692 -0.144 -0.956 0.268
H 25.79010 27.29975 13.64602 0.391 -0.965 -0.850
H 19.33543 18.88205 24.32356 0.763 0.462 -0.353
H 25.62872 24.41299 12.66658 -0.076 0.231 0.147
H 11.22624 14.87879 20.89175 -0.465 0.322 0.368
H 24.71901 9.39748 13.87685 -0.264 -0.084 0.351
H 27.92070 26.49852 14.02634 0.101 0.068 -1.322
H 26.94645 14.77880 23.83414 0.401 -0.448 0.292
H 20.55369 19.50575 19.02512 -0.329 -0.167 0.692
H 24.19015 22.85035 12.37988 -0.169 0.089 0.020
H 18.92975 15.36956 13.11084 -0.222 -0.314 0.613
H 19.84799 17.90487 22.17009 -0.636 0.628 -0.218
H 22.26907 25.34262 16.43153 -0.236 -1.328 -0.563
H 22.70784 15.72741 23.47034 0.514 -0.115 0.129
H 24.02550 14.87616 17.91882 0.310 -0.023 -0.166
H 11.95352 21.49836 13.97974 0.231 0.289 -0.209
H 24.03288 14.59853 23.38031 0.937 -2.068 -1.066
H 18.91914 12.33978 13.44143 0.587 -0.006 0.477
H 20.18608 12.07003 14.73232 -0.446 0.175 -0.201
H 13.49392 16.81520 23.72109 -0.083 0.340 -1.017
H 15.72746 16.74121 19.57838 0.463 0.776 -0.248
H 14.72322 15.47435 20.39385 -0.068 -0.356 0.351
H 24.19924 13.51047 27.95277 -0.160 -0.281 -0.490
H 16.62633 15.05995 27.52088 -0.996 -1.348 -0.206
H 23.58463 7.60477 16.29678 0.579 0.061 0.114
H 24.11784 16.79381 26.23463 0.387 -0.162 0.436
H 26.54213 7.61879 11.40755 -0.130 -0.107 -0.262
H 14.00774 19.49934 15.18756 0.103 -0.234 -0.041
H 12.83460 20.10962 13.35692 0.550 -0.304 -0.045
H 22.19690 15.05791 18.87184 0.248 -0.096 -0.032
H 19.50805 14.97715 16.15527 1.252 0.502 0.613
H 15.74344 7.70383 24.21742 -0.404 0.439 -0.624
H 25.17659 6.95528 10.44211 0.369 -0.012 0.581
H 21.91669 12.44130 26.53182 0.261 0.219 0.230
H 11.73340 12.94823 22.03679 1.431 -0.145 -0.344
H 22.50103 22.62740 12.66765 -0.793 -0.406 0.046
H 27.24037 13.22104 24.72813 -0.165 0.496 -0.382
H 20.42686 20.24145 23.91137 0.339 1.186 0.439
H 18.51275 14.08082 18.14004 -0.310 0.507 -0.016
H 26.55748 15.86099 15.47969 -0.205 0.289 0.175
H 24.26172 16.51902 21.48227 0.572 0.121 1.161
H 11.10493 20.14970 13.34772 -0.527 -0.239 -0.339
H 13.56141 12.44739 22.15332 -1.050 0.232 -0.267
H 17.05670 12.37974 14.28810 -0.263 -0.486 0.064
H 15.18195 18.13618 28.38470 -0.127 0.082 -0.678
H 14.70543 21.32231 18.43880 0.082 0.070 -0.055
H 18.22880 11.48014 18.69054 -0.904 0.681 0.355
H 27.60096 14.48197 17.75553 0.025 -0.278 -0.371
H 17.12489 14.07800 13.91262 -0.363 -0.202 0.225
H 18.03868 15.53748 15.42002 0.217 -0.476 -0.106
H 17.81822 8.03253 23.67871 -0.259 1.229 -1.106
H 24.20150 8.74261 11.60924 -0.051 0.038 0.452
H 12.49505 15.89801 20.16923 -0.028 0.293 -0.507
H 17.76491 18.52419 18.10243 -0.701 -0.428 -0.331
H 26.34680 24.78540 14.17954 -0.349 -0.085 0.609
H 22.21717 11.48300 23.78729 -0.459 0.470 -0.416
H 26.37943 6.80181 14.39648 -0.117 0.846 0.304
H 23.82777 7.29845 12.59754 -0.687 0.166 0.015
H 12.77693 19.80193 17.97372 0.161 0.094 0.188
H 23.43636 22.84859 17.18939 0.245 -0.425 -0.302
H 27.41972 16.83109 19.61974 -0.005 -0.456 0.299
H 17.87360 22.34542 23.66886 -0.552 0.152 1.032
H 25.69107 26.70544 11.94519 0.180 -0.396 0.871
H 15.90094 9.33132 24.76434 -0.024 0.167 0.077
H 28.83840 15.72191 21.80953 -0.138 0.055 -0.369
H 22.20802 9.21765 22.31861 -0.968 0.340 0.517
H 14.88655 8.94007 21.89642 -0.219 0.431 0.822
H 25.51811 16.62639 24.30468 0.207 -0.206 0.385
H 22.46630 16.89252 25.74296 0.197 -0.891 0.593
H 11.15076 20.19432 16.04141 0.181 0.330 -0.671
H 19.18949 21.16328 21.14378 1.629 0.595 0.412
H 15.25358 12.53926 18.35503 1.080 -0.777 0.070
H 13.64129 21.01951 15.93600 -0.254 -0.074 0.066
H 12.66727 12.46456 20.57471 0.160 0.161 0.156
H 23.11774 24.13170 11.88351 -0.315 0.028 0.544
H 27.99530 13.45375 21.71161 0.380 0.024 0.969
H 13.13888 18.30434 17.17761 -0.195 -1.552 0.119
H 17.70955 16.62420 24.82251 0.538 0.440 -0.514
H 25.96168 10.08634 17.97015 -2.052 0.728 0.589
H 21.39063 23.28069 14.29523 0.304 -0.183 0.160
H 21.90977 9.24494 24.03704 0.220 -0.177 0.595
H 19.87362 8.49462 22.18547 -0.094 0.062 0.353
H 24.40794 18.20389 16.02497 -0.707 -1.361 0.506
H 26.24926 8.97815 13.22419 0.724 0.188 -0.145
H 23.31194 17.21619 17.07786 -0.139 0.207 0.141
H 16.60570 19.03442 23.79078 0.194 -0.676 1.125
H 22.75450 16.48729 19.78658 -0.625 -0.054 -0.172
H 14.61412 19.40988 19.96438 0.609 0.220 0.095
H 25.97785 11.33231 23.23025 -0.651 0.673 -1.225
H 25.91551 14.31952 15.82786 -0.608 0.069 0.329
H 25.10630 17.30602 18.53101 0.425 0.327 0.302
H 26.25182 7.95568 18.96459 0.424 0.256 -0.786
H 26.63291 17.91881 21.15069 -0.479 -0.086 -0.710
H 15.33476 16.34190 25.99141 0.223 0.592 -0.559
H 22.16425 13.41839 24.59267 0.511 0.526 -0.538
```
Positions in Å, forces in eV/Å.

Atom charges from the Mulliken analysis, given in e for atoms 1 to 4: -0.09, 1.01, 1.14, 0.61